# 1
This record from OMol25 describes the molecule C4H6N2O2 at a distorted geometry. The level of theory is wB97M-V/def2-TZVPD.

- lowest unoccupied orbital energy (eV) = 0.55
- SMILES string = O=NO[C@H]1CCC=N1
- total charge = 0

CARTESIAN COORDINATES (ANGSTROEM)
N: -0.8578 1.1517 -0.3452
C: 0.3129 -0.9064 0.2633
H: 1.1383 -0.5241 1.0309
C: -1.3564 0.6117 0.6544
O: 1.2326 0.6191 -1.5482
H: 0.7146 -1.8042 -0.2070
C: 0.0673 0.1394 -0.8967
C: -0.9848 -0.7265 1.0302
H: -1.8491 -1.3616 0.5676
H: -0.9530 -0.8126 2.1790
O: 3.1318 1.5520 -1.3354
H: -2.1712 1.1793 1.1055
H: -0.5952 -0.2773 -1.7415
N: 2.1701 1.1594 -0.7568

Atoms 1-6, force components in eV/Å:
N 2.1891 0.3889 -1.6327
C 2.1725 2.0378 0.5854
H -1.3670 -0.5477 -2.0257
C -2.2389 2.0908 0.9507
O -0.3302 -0.1351 -1.7546
H -0.7154 -0.4344 0.5733

# 2
This record from OMol25 describes a cluster of 2 separate species, C4H6N2O3 in total at a distorted geometry. The level of theory is wB97M-V/def2-TZVPD.

- lowest unoccupied orbital energy (eV) = -0.04
- SMILES string = O=c1cc[nH]c(=O)[nH]1.O
- total charge = 0

CARTESIAN COORDINATES (ANGSTROEM)
H: -0.2043 2.8442 -0.1312
H: -0.9468 2.3273 1.1216
C: -0.3117 0.6458 -0.6973
H: 1.1991 -2.8339 0.2220
H: -2.0654 -0.3326 -1.3512
H: -0.3411 1.6915 -1.0050
C: -1.0852 -0.4343 -1.0206
H: 1.3721 1.3025 0.6688
C: 1.1604 -0.8251 0.7197
N: 0.8063 0.4183 0.1523
O: -0.1334 2.6278 0.8037
O: 2.2164 -1.0126 1.3614
N: 0.5378 -1.8644 0.2076
O: -1.4327 -2.7951 -0.5651
C: -0.7717 -1.7595 -0.4867

Atoms 1-6, force components in eV/Å:
H -0.3604 0.6617 0.8498
H -2.0973 -0.5980 0.5473
C 2.0155 -2.2721 1.1903
H -3.1135 3.4587 0.2198
H -1.2983 0.2243 -1.2635
H -0.7190 -1.4692 -0.7353

# 3
This record from OMol25 describes a structure of composition C4H6N2O3S at a distorted geometry. The level of theory is wB97M-V/def2-TZVPD.

- lowest unoccupied orbital energy (alpha / beta) (eV) = -1.77 / -1.76
- total charge = 0

CARTESIAN COORDINATES (ANGSTROEM)
O: 1.2310 -0.7453 -0.9693
N: 3.1094 -0.6298 0.9950
O: -2.0979 0.9470 0.5419
C: -3.0066 -0.0200 0.3113
C: -2.3195 -1.0625 -0.2850
H: 0.1224 2.4126 0.5704
O: 2.7118 1.2741 -0.6356
N: -1.1080 -0.5792 -0.6213
C: 0.0991 1.5704 -0.1511
H: 0.0522 -0.7569 -0.9301
H: 3.2000 -1.3951 0.3460
H: -3.9498 -0.0014 0.7547
S: 1.7098 0.4288 -0.0379
H: 4.0174 -0.2069 0.8795
C: -0.9976 0.7012 -0.1255
H: -2.7737 -1.9370 -0.6429

Atoms 1-6, force components in eV/Å:
O 1.0650 1.3141 1.6544
N -2.5058 -0.0722 0.3538
O -1.7936 2.0996 0.3267
C 2.1942 -2.4112 -0.3007
C -1.4846 2.6133 0.2776
H -0.0816 -0.6998 -0.5065

# 4
This record from OMol25 describes a structure of composition C4H6N2O3S at a distorted geometry. The level of theory is wB97M-V/def2-TZVPD.

- lowest unoccupied orbital energy (alpha / beta) (eV) = 0.41 / -3.23
- multiplicity = 3
- total charge = 0

CARTESIAN COORDINATES (ANGSTROEM)
H: -0.0925 3.4026 -0.1916
N: -0.2844 -0.6445 -0.0234
H: 1.5410 -3.2514 0.8825
H: -0.9196 3.0735 -1.6287
H: 2.1637 -1.6932 1.0513
C: 1.5403 -2.3256 0.4367
S: -1.6862 -0.3125 1.0051
H: 1.6597 -2.0887 -0.5773
N: 0.3531 0.3559 -0.6114
O: -1.4254 1.4237 0.3964
O: -0.6446 -2.2136 1.4302
C: -0.0740 2.7227 -1.0694
C: 0.1563 -1.6952 0.6445
O: -2.7686 -0.8924 0.3108
C: -0.3781 1.4109 -0.4357
H: 0.8593 2.7279 -1.6200

Atoms 1-6, force components in eV/Å:
H 0.6108 0.0894 -0.5878
N 0.0825 3.2956 -0.8955
H 0.0280 -2.4083 0.0666
H -0.3943 0.0701 -0.7981
H 0.9034 0.2738 -0.0389
C -2.1818 4.1515 0.8067

# 5
This record from OMol25 describes a structure of composition C4H6N2OS at a distorted geometry. The level of theory is wB97M-V/def2-TZVPD.

- lowest unoccupied orbital energy (eV) = 0.66
- total charge = 0

CARTESIAN COORDINATES (ANGSTROEM)
H: 0.1854 -0.1501 2.1899
C: 1.2713 0.9739 -0.4593
N: -0.2594 -2.3238 0.6735
O: -0.7400 1.1192 1.0811
H: -1.7314 -0.6126 -1.2661
C: -0.7935 -0.2409 -0.7519
H: -0.7366 1.9120 -0.7859
C: -0.3010 1.1250 -0.1964
H: -0.5537 -2.7046 -0.2675
S: 0.7308 -0.1097 -1.9241
H: 1.8962 0.2649 0.2349
N: -0.5183 -0.1705 1.5422
C: -0.4136 -1.0900 0.5718
H: 1.9636 2.0073 -0.6421

Atoms 1-6, force components in eV/Å:
H 1.9641 -0.0127 2.3037
C 1.0906 0.5472 -0.4221
N -0.4540 -1.4824 -0.9393
O -0.3687 1.3010 1.6791
H 0.9207 1.2292 0.7610
C 2.8407 -1.1500 -0.3775

# 6
This record from OMol25 describes the molecule C4H6N2OS at a distorted geometry. The level of theory is wB97M-V/def2-TZVPD.

- lowest unoccupied orbital energy (eV) = -0.81
- SMILES string = C=NN[C@@H](C=O)C=S
- total charge = 0

CARTESIAN COORDINATES (ANGSTROEM)
H: -0.0999 0.1778 1.2209
C: 2.0840 -0.8247 0.1594
H: 1.9905 0.2909 0.2194
N: -0.1010 -1.0568 -0.5311
S: -3.1671 -0.6135 -0.2443
H: -0.7999 -1.7258 -0.3492
N: 1.1021 -1.5591 -0.2454
C: 0.1129 1.3633 -0.5776
O: -0.0328 2.5042 -0.2019
H: -2.2552 1.1767 1.0883
H: 3.0144 -1.3293 0.4006
C: -0.4674 0.1525 0.1899
C: -1.9969 0.3209 0.3971
H: 0.6162 1.1230 -1.5262

Atoms 1-6, force components in eV/Å:
H 0.4748 -0.0631 0.0575
C -1.5059 0.3279 -0.6110
H 0.4691 -1.0427 0.2642
N -0.4090 1.8931 0.6779
S 0.9722 0.6421 0.5307
H -0.8224 -1.2660 -0.2800